Molecular formula: C3H6ClN4O3S
Method: DFT, ωB97M-V with the def2-TZVPD basis set

Geometry as XYZ:
```
18
Properties=species:S:1:pos:R:3:nbo_charge:R:1
C -0.9694 -1.7297 0.2465 0.422
C -0.3667 0.7790 -0.4765 -0.325
C -0.5178 -0.7180 -0.9427 -0.148
N 0.1497 1.1354 1.8359 -0.226
N 1.7571 0.4012 0.3369 -0.611
N 0.7732 -1.1121 -1.3777 -0.735
N 0.5143 0.7715 0.6741 0.187
O -0.2477 -1.9305 1.1771 -0.473
O 3.2682 -0.6932 -1.4182 -0.813
O 1.7450 1.1551 -2.0494 -0.855
S 2.0294 -0.0647 -1.3942 2.445
Cl 1.0488 -2.6593 -1.9028 0.276
H -1.9692 -2.1619 0.2329 0.165
H -0.0916 1.4478 -1.3420 0.333
H -1.4247 1.1813 -0.2281 0.298
H -1.3369 -0.7359 -1.6485 0.245
H 0.9257 1.1426 2.5501 0.375
H 2.4209 0.2009 1.0480 0.439
```

Energy above the lowest of the compared OMol25 structures with the same formula, charge and spin   46.1 kcal per mole
Calculated total energy   -38655.656 eV
Orbital gap (spin up / spin down)   8.411 / 8.410 eV
Charge   +1

---

Molecular formula: C3H6ClNO
Method: DFT, ωB97M-V with the def2-TZVPD basis set

Geometry as XYZ:
```
12
Properties=species:S:1:pos:R:3:nbo_charge:R:1
C -0.3686 0.6138 0.9583 0.275
C 0.1765 -1.3497 -0.7012 -0.644
C -0.2238 0.1648 -0.6411 0.077
N 0.4309 1.4606 1.4474 -0.650
O 0.5588 1.0812 -1.3156 -0.671
Cl -1.8523 -0.0368 1.7673 -0.093
H -0.4630 -1.9817 -0.1294 0.234
H 0.3229 -1.6407 -1.7271 0.226
H 1.1908 -1.4229 -0.1698 0.201
H -1.4057 0.3196 -0.8949 0.196
H 0.1849 1.9338 2.3636 0.375
H 1.4485 0.8579 -0.9575 0.474
```

Energy above the lowest of the compared OMol25 structures with the same formula, charge and spin   35.6 kcal per mole
Calculated total energy   -19267.223 eV
Orbital gap   11.080 eV
Charge   0

---

Question: What is the charge in the first record?
Answer: +1